Density functional theory data (wB97M-V/def2-TZVPD) for a cluster of 13 separate species, C49H90Cl8NO16S3 in total.

CARTESIAN COORDINATES (ANGSTROEM)
1 C -1.839 2.965 0.283
2 C -0.462 2.794 -0.364
3 C 0.141 1.455 0.137
4 C 0.037 0.438 -1.027
5 N 0.301 -1.066 -0.682
6 C -0.273 -2.038 -1.725
7 C -0.377 -3.486 -0.999
8 C -0.687 -3.079 0.471
9 C -0.455 -1.558 0.606
10 C 1.869 -1.313 -0.624
11 H -2.135 3.953 -0.070
12 H -1.748 3.000 1.368
13 H -2.635 2.335 -0.114
14 H 0.031 3.747 -0.170
15 H -0.639 2.686 -1.434
16 H -0.197 1.079 1.103
17 H 1.177 1.585 0.452
18 H 0.657 0.765 -1.861
19 H -0.987 0.376 -1.396
20 H 0.322 -1.964 -2.635
21 H -1.299 -1.675 -1.785
22 H 0.576 -3.989 -1.163
23 H -1.185 -4.195 -1.173
24 H -0.149 -3.640 1.235
25 H -1.724 -3.374 0.630
26 H 0.269 -1.268 1.367
27 H -1.333 -0.952 0.830
28 H 2.184 -0.987 -1.615
29 H 2.164 -2.357 -0.518
30 H 2.349 -0.690 0.131
31 C 3.350 2.031 5.646
32 C 1.884 1.687 5.421
33 C 1.515 2.296 3.990
34 S 2.894 1.817 2.933
35 O 3.268 2.989 2.139
36 O 2.607 0.549 2.298
37 C 4.059 1.555 4.315
38 H 3.802 1.503 6.486
39 H 3.402 3.055 6.017
40 H 1.237 2.002 6.239
41 H 1.833 0.600 5.491
42 H 1.677 3.369 4.090
43 H 0.615 2.097 3.408
44 H 5.026 1.998 4.077
45 H 4.166 0.472 4.367
46 C 1.431 4.775 -2.694
47 C 1.860 5.310 -1.327
48 C 2.887 6.438 -1.412
49 S 3.162 6.754 -3.284
50 O 4.201 5.947 -3.877
51 O 2.964 8.180 -3.676
52 C 1.644 5.914 -3.712
53 H 0.479 4.269 -2.854
54 H 2.127 3.945 -2.810
55 H 2.177 4.565 -0.597
56 H 1.071 5.805 -0.761
57 H 3.873 6.345 -0.957
58 H 2.427 7.291 -0.914
59 H 1.499 5.673 -4.765
60 H 0.871 6.645 -3.477
61 C 4.980 1.775 -5.411
62 C 5.600 0.597 -4.540
63 C 4.578 0.004 -3.537
64 S 2.835 0.467 -4.138
65 O 2.285 1.383 -3.153
66 O 2.003 -0.726 -4.547
67 C 3.521 1.337 -5.705
68 H 5.475 1.847 -6.379
69 H 5.035 2.766 -4.960
70 H 6.560 0.932 -4.148
71 H 5.656 -0.196 -5.285
72 H 4.637 0.549 -2.595
73 H 4.571 -1.055 -3.279
74 H 2.997 2.281 -5.857
75 H 3.382 0.618 -6.513
76 O 5.631 -3.192 3.370
77 C 4.446 -3.150 3.586
78 O 3.479 -2.727 2.644
79 C 2.228 -2.722 3.263
80 C 2.328 -3.508 4.560
81 C 3.773 -3.351 4.968
82 H 1.576 -3.210 2.537
83 H 1.806 -1.746 3.502
84 H 2.111 -4.552 4.334
85 H 1.550 -3.134 5.225
86 H 4.184 -4.294 5.328
87 H 3.930 -2.459 5.575
88 O -6.906 -0.094 2.580
89 C -6.353 1.081 2.543
90 O -6.160 1.829 3.639
91 C -5.888 3.151 3.328
92 C -5.565 3.182 1.850
93 C -5.464 1.703 1.452
94 H -5.082 3.531 3.955
95 H -6.744 3.794 3.534
96 H -4.569 3.625 1.821
97 H -6.194 3.712 1.135
98 H -4.468 1.285 1.602
99 H -5.800 1.445 0.448
100 O -3.840 -1.369 -0.137
101 C -4.044 -1.945 0.939
102 O -3.697 -1.389 2.109
103 C -3.974 -2.237 3.154
104 C -5.049 -3.151 2.651
105 C -4.715 -3.281 1.195
106 H -4.409 -1.638 3.954
107 H -3.084 -2.782 3.469
108 H -6.042 -2.712 2.750
109 H -5.065 -4.142 3.106
110 H -5.577 -3.389 0.536
111 H -3.921 -4.014 1.055
112 O -3.064 -8.620 -5.601
113 C -2.575 -7.930 -4.716
114 O -2.006 -8.467 -3.625
115 C -1.633 -7.473 -2.632
116 C -1.775 -6.156 -3.353
117 C -2.665 -6.469 -4.582
118 H -0.595 -7.578 -2.316
119 H -2.295 -7.647 -1.784
120 H -0.791 -5.795 -3.655
121 H -2.313 -5.425 -2.750
122 H -2.515 -5.908 -5.504
123 H -3.741 -6.411 -4.418
124 O -0.731 -7.126 0.334
125 C -1.276 -6.988 1.434
126 O -2.598 -7.340 1.581
127 C -3.115 -6.802 2.832
128 C -2.127 -5.657 3.042
129 C -0.863 -6.304 2.687
130 H -3.281 -7.620 3.533
131 H -4.126 -6.559 2.505
132 H -1.986 -5.351 4.079
133 H -2.353 -4.828 2.372
134 H -0.504 -7.060 3.385
135 H 0.001 -5.781 2.278
136 Cl -1.450 2.255 -4.109
137 C -0.809 2.000 -5.680
138 C -1.896 2.259 -6.744
139 Cl -1.590 1.546 -8.351
140 H -0.417 0.991 -5.808
141 H 0.086 2.590 -5.874
142 H -1.986 3.340 -6.846
143 H -2.780 1.695 -6.445
144 Cl -4.494 5.315 -5.982
145 C -3.098 5.690 -4.882
146 C -3.400 5.188 -3.552
147 Cl -2.212 5.714 -2.349
148 H -2.982 6.772 -4.835
149 H -2.173 5.185 -5.161
150 H -3.445 4.112 -3.384
151 H -4.336 5.597 -3.172
152 Cl 9.559 -1.141 1.022
153 C 7.800 -0.324 0.876
154 C 6.793 -1.405 0.456
155 Cl 5.113 -0.791 0.660
156 H 7.705 0.561 0.246
157 H 7.607 -0.016 1.903
158 H 6.841 -2.268 1.120
159 H 7.002 -1.796 -0.540
160 Cl -3.599 5.250 4.112
161 C -2.290 4.802 5.178
162 C -2.342 3.255 5.478
163 Cl -2.485 2.246 3.978
164 H -2.453 5.419 6.062
165 H -1.324 5.132 4.796
166 H -3.126 2.995 6.189
167 H -1.400 2.971 5.947

Values from the calculation:
LUMO level (spin up / spin down), eV: -0.09 / -0.12
HOMO-LUMO gap (spin up / spin down), eV: 1.9 / 9.8
DFT total energy, eV: -219199.93671
Net charge: 0
Multiplicity: 2
HOMO level (spin up / spin down), eV: -2.00 / -9.91

Density functional theory data (wB97M-V/def2-TZVPD) for a cluster of 2 separate species, C4H9NO2 in total.

CARTESIAN COORDINATES (ANGSTROEM)
1 C 0.830 2.038 0.336
2 N 0.213 0.947 0.286
3 C 0.732 -0.296 -0.093
4 C 1.810 -0.413 -0.884
5 C 0.191 -1.432 0.725
6 H 1.918 2.115 0.386
7 H 0.253 2.950 0.412
8 H 2.317 -1.355 -1.005
9 H 2.202 0.418 -1.446
10 H 0.678 -2.367 0.463
11 H -0.874 -1.531 0.518
12 H 0.313 -1.244 1.791
13 O -2.443 0.723 -0.373
14 O -2.892 -0.624 -0.354
15 H -1.398 0.595 -0.369
16 H -3.852 -0.525 -0.392

Values from the calculation:
LUMO level, eV: 0.31
Energy relative to the best compared isomer or geometry (same formula, charge and spin), kcal per mole: 128.3
HOMO-LUMO gap, eV: 9.3
DFT total energy, eV: -9874.49512
Net charge: 0
SMILES string: C=NC(=C)C.OO
HOMO level, eV: -8.99

What is the net charge in the second record? 0

What is the net charge in the first record? 0

Look up the net charge of the first one. 0

Please write out number 2 again, unchanged.
Density functional theory data (wB97M-V/def2-TZVPD) for a cluster of 2 separate species, C4H9NO2 in total.

CARTESIAN COORDINATES (ANGSTROEM)
1 C 0.830 2.038 0.336
2 N 0.213 0.947 0.286
3 C 0.732 -0.296 -0.093
4 C 1.810 -0.413 -0.884
5 C 0.191 -1.432 0.725
6 H 1.918 2.115 0.386
7 H 0.253 2.950 0.412
8 H 2.317 -1.355 -1.005
9 H 2.202 0.418 -1.446
10 H 0.678 -2.367 0.463
11 H -0.874 -1.531 0.518
12 H 0.313 -1.244 1.791
13 O -2.443 0.723 -0.373
14 O -2.892 -0.624 -0.354
15 H -1.398 0.595 -0.369
16 H -3.852 -0.525 -0.392

Values from the calculation:
LUMO level, eV: 0.31
Energy relative to the best compared isomer or geometry (same formula, charge and spin), kcal per mole: 128.3
HOMO-LUMO gap, eV: 9.3
DFT total energy, eV: -9874.49512
Net charge: 0
SMILES string: C=NC(=C)C.OO
HOMO level, eV: -8.99